No. 1
{
  "formula": "C7H28N14O7",
  "method": "ωB97M-V with the def2-TZVPD basis set",
  "lumo_ev": 0.1,
  "molar_mass_g_mol": 420.39,
  "e_homo_ev": -9.24,
  "de_lowest_ev": 5.9474,
  "spin_multiplicity": 1,
  "species": ["N", "C", "N", "O", "H", "H", "H", "H", "N", "C", "N", "O", "H", "H", "H", "H", "N", "C", "N", "O", "H", "H", "H", "H", "N", "C", "N", "O", "H", "H", "H", "H", "N", "C", "N", "O", "H", "H", "H", "H", "N", "C", "N", "O", "H", "H", "H", "H", "N", "C", "N", "O", "H", "H", "H", "H"],
  "xyz": [[0.441, 0.959, 0.963], [0.017, -0.179, 0.675], [0.481, -0.594, -0.495], [-0.756, -0.897, 1.320], [1.191, 1.344, 0.407], [0.308, 1.017, 1.962], [1.034, 0.024, -1.071], [0.154, -1.481, -0.850], [-2.068, -3.384, -4.958], [-1.669, -3.788, -3.838], [-1.045, -4.937, -3.869], [-2.130, -3.338, -2.808], [-2.982, -2.955, -4.934], [-1.571, -3.589, -5.813], [-0.816, -5.395, -4.740], [-0.995, -5.286, -2.922], [-4.186, -4.025, 2.547], [-5.290, -3.400, 2.266], [-5.133, -2.095, 2.252], [-6.359, -3.874, 2.274], [-3.343, -3.526, 2.304], [-4.183, -5.035, 2.575], [-4.162, -1.831, 2.166], [-5.918, -1.482, 2.083], [3.409, 5.644, 0.869], [4.674, 6.132, 0.873], [4.953, 6.804, 1.971], [5.481, 5.728, 0.018], [3.105, 4.911, 0.243], [2.813, 6.193, 1.472], [4.187, 7.042, 2.584], [5.893, 7.089, 2.208], [-2.250, 4.469, 2.889], [-2.858, 4.215, 3.995], [-3.181, 2.967, 4.134], [-3.162, 5.063, 4.806], [-2.057, 5.414, 2.591], [-1.929, 3.709, 2.307], [-2.962, 2.376, 3.345], [-3.473, 2.534, 4.998], [3.823, 3.402, -4.309], [2.675, 3.047, -3.877], [1.911, 2.769, -4.946], [2.435, 2.877, -2.681], [3.897, 3.452, -5.315], [4.365, 4.119, -3.847], [1.012, 2.313, -4.882], [2.205, 3.215, -5.803], [2.517, -6.671, 0.860], [1.350, -6.190, 0.958], [1.313, -5.003, 1.531], [0.329, -6.752, 0.578], [3.321, -6.244, 1.300], [2.516, -7.615, 0.503], [2.222, -4.712, 1.861], [0.448, -4.553, 1.267]],
  "mulliken_charge": [-0.37, 0.68, -0.37, -0.72, 0.20, 0.26, 0.11, 0.20, -0.41, 0.69, -0.42, -0.68, 0.22, 0.18, 0.18, 0.24, -0.36, 0.62, -0.36, -0.62, 0.16, 0.22, 0.14, 0.20, -0.37, 0.66, -0.36, -0.65, 0.20, 0.15, 0.15, 0.21, -0.34, 0.67, -0.34, -0.67, 0.21, 0.13, 0.14, 0.21, -0.37, 0.63, -0.39, -0.65, 0.17, 0.25, 0.21, 0.16, -0.39, 0.68, -0.38, -0.69, 0.17, 0.24, 0.16, 0.21]
}



No. 2
{
  "formula": "C7H28N14O7",
  "method": "ωB97M-V with the def2-TZVPD basis set",
  "lumo_ev": [-2.9, -8.9],
  "molar_mass_g_mol": 420.39,
  "s2": 0.760,
  "e_homo_ev": [-11.59, -11.59],
  "de_lowest_ev": 3.5834,
  "spin_multiplicity": 2,
  "total_charge": 1,
  "species": ["C", "O", "N", "N", "H", "H", "H", "H", "C", "O", "N", "N", "H", "H", "H", "H", "C", "O", "N", "N", "H", "H", "H", "H", "C", "O", "N", "N", "H", "H", "H", "H", "C", "O", "N", "N", "H", "H", "H", "H", "C", "O", "N", "N", "H", "H", "H", "H", "C", "O", "N", "N", "H", "H", "H", "H"],
  "xyz": [[2.082, -34.392, 21.733], [0.956, -34.069, 21.473], [2.900, -35.049, 20.970], [2.700, -34.020, 22.892], [2.602, -35.477, 20.105], [3.839, -35.280, 21.260], [3.644, -34.231, 23.180], [2.030, -33.669, 23.561], [4.823, -32.055, 22.949], [4.052, -31.430, 23.617], [5.184, -31.774, 21.759], [5.373, -33.197, 23.302], [5.684, -32.475, 21.230], [4.602, -31.182, 21.184], [4.974, -33.756, 24.043], [5.946, -33.735, 22.668], [5.583, -40.954, 22.410], [6.757, -41.130, 22.109], [4.910, -40.024, 21.807], [4.821, -41.635, 23.149], [5.377, -39.621, 21.007], [3.931, -40.041, 22.054], [5.215, -42.511, 23.461], [3.840, -41.400, 23.095], [11.780, -37.794, 19.950], [11.512, -38.971, 19.813], [11.692, -37.121, 21.113], [11.777, -36.935, 19.014], [12.056, -36.179, 21.092], [11.584, -37.645, 21.970], [12.208, -36.022, 18.989], [11.404, -37.348, 18.171], [5.141, -36.975, 17.796], [5.848, -36.168, 17.247], [5.222, -37.309, 19.036], [4.398, -37.852, 17.163], [4.570, -37.952, 19.463], [5.812, -36.726, 19.612], [4.275, -37.757, 16.165], [3.798, -38.528, 17.614], [7.514, -35.803, 21.607], [6.922, -34.827, 21.851], [6.934, -36.943, 21.575], [8.824, -35.728, 21.376], [5.960, -36.951, 21.843], [7.349, -37.864, 21.585], [9.195, -36.657, 21.233], [9.362, -34.906, 21.610], [12.520, -33.629, 22.199], [11.413, -34.059, 22.375], [13.596, -34.142, 22.381], [12.782, -32.427, 21.983], [13.652, -34.993, 22.923], [14.437, -33.601, 22.243], [12.023, -31.766, 22.071], [13.688, -32.093, 21.684]],
  "mulliken_charge": [0.56, -0.56, -0.19, -0.17, 0.16, 0.13, 0.18, 0.19, 0.68, -0.54, -0.28, -0.31, 0.22, 0.29, 0.35, 0.46, 0.68, -0.66, -0.34, -0.36, 0.18, 0.13, 0.27, 0.15, 0.57, -0.64, -0.35, -0.35, 0.11, 0.21, 0.18, 0.21, 0.63, -0.65, -0.25, -0.41, 0.16, 0.08, 0.23, 0.15, 0.62, -0.78, -0.30, -0.21, 0.19, 0.15, 0.06, 0.19, 0.74, -0.71, -0.33, -0.43, 0.26, 0.15, 0.21, 0.15]
}



No. 3
{
  "formula": "C7H28O7",
  "method": "ωB97M-V with the def2-TZVPD basis set",
  "lumo_ev": 0.4,
  "molar_mass_g_mol": 224.29,
  "e_homo_ev": -9.79,
  "de_lowest_ev": 4.2524,
  "spin_multiplicity": 1,
  "species": ["C", "O", "H", "H", "H", "H", "C", "O", "H", "H", "H", "H", "C", "O", "H", "H", "H", "H", "C", "O", "H", "H", "H", "H", "C", "O", "H", "H", "H", "H", "C", "O", "H", "H", "H", "H", "C", "O", "H", "H", "H", "H"],
  "xyz": [[49.903, -37.128, -19.317], [48.580, -37.065, -18.757], [50.698, -37.256, -18.582], [49.866, -37.866, -20.118], [50.042, -36.186, -19.847], [48.468, -37.788, -18.134], [50.894, -39.275, -22.705], [51.370, -38.952, -24.045], [50.192, -38.520, -22.351], [50.220, -40.119, -22.853], [51.588, -39.579, -21.922], [51.903, -38.154, -24.050], [46.101, -34.996, -20.382], [44.909, -34.953, -21.127], [46.978, -34.560, -20.862], [45.933, -34.360, -19.514], [46.361, -36.017, -20.103], [44.836, -34.088, -21.538], [47.091, -39.697, -16.654], [48.230, -39.732, -17.498], [46.439, -38.830, -16.758], [46.570, -40.629, -16.874], [47.409, -39.731, -15.612], [48.781, -40.379, -17.051], [50.412, -33.582, -20.769], [49.081, -33.081, -20.960], [50.573, -34.502, -21.331], [51.144, -32.839, -21.088], [50.575, -33.692, -19.697], [48.578, -33.413, -20.214], [50.210, -38.116, -14.866], [49.824, -37.686, -13.551], [50.983, -37.423, -15.199], [50.692, -39.091, -14.784], [49.405, -38.149, -15.601], [49.142, -37.032, -13.719], [47.279, -35.934, -15.649], [47.896, -36.147, -14.397], [48.094, -36.118, -16.350], [46.462, -36.643, -15.782], [46.857, -34.939, -15.789], [47.283, -35.774, -13.760]],
  "mulliken_charge": [-0.03, -0.33, 0.26, 0.18, -0.22, 0.17, -0.49, -0.51, 0.15, 0.28, 0.28, 0.29, -0.24, -0.57, 0.10, 0.29, 0.13, 0.30, -0.62, -0.52, 0.19, 0.31, 0.32, 0.31, -0.58, -0.51, 0.18, 0.29, 0.27, 0.30, -0.30, -0.61, 0.27, 0.32, -0.11, 0.51, -0.37, -0.55, 0.07, 0.21, 0.35, 0.26]
}